# C4H6OYb

A molecular structure, C4H6OYb (ωB97M-V/def2-TZVPD, OMol25).

XYZ file:
```
12
Properties=species:S:1:pos:R:3:forces:R:3:mulliken_charge:R:1
H 1.22332 -0.88517 1.47173 0.0 -0.4 -0.5 0.298
H -1.01333 -0.73769 2.09495 0.0 0.7 -0.5 0.137
C 0.48893 -1.24216 0.73425 -2.9 -0.5 1.4 -0.839
C 0.43011 0.48731 -0.86725 -4.3 1.4 -1.3 -0.055
C -0.89493 -1.09518 1.05460 2.6 -1.9 0.7 -0.260
H 0.70308 0.01630 -1.82030 0.0 -0.1 0.7 0.273
O -1.24314 0.31866 -0.71843 2.4 -0.4 -0.6 -0.628
H 0.74727 -2.02903 0.01064 0.3 0.8 0.0 0.225
Yb -2.79304 -1.16020 -0.39707 2.0 1.3 0.0 0.973
H 1.18746 2.40521 -1.30930 1.3 -0.5 0.4 0.256
C 0.86614 1.71529 -0.52685 -1.7 -0.2 0.0 -0.619
H 0.29814 2.20666 0.27303 0.2 -0.2 -0.2 0.239
```
Forces are in eV/Å.

For the HOMO-LUMO gap, the calculation gives 5.3233 eV. The calculation puts the energy above the lowest of the compared OMol25 structures with the same formula, charge and spin at 0.0 kcal per mole. As for the strongest force on any atom: 4.75 eV/Å. For the lowest unoccupied orbital energy, the calculation gives -0.045 Eh.

# C4H6P2

A single C4H6P2 molecule (ωB97M-V/def2-TZVPD, OMol25).

XYZ file:
```
12
Properties=species:S:1:pos:R:3:forces:R:3:mulliken_charge:R:1
C -0.09454 0.49502 -0.45478 0.5 0.6 0.2 0.053
H 1.89628 0.14629 -1.35097 -1.2 -0.4 1.4 0.278
H -2.00875 1.71122 -1.38511 -0.6 0.1 0.2 0.024
C 0.45369 -1.17021 1.46559 0.9 0.5 -1.7 -0.506
H 0.50397 -1.80516 2.26619 -0.1 -1.4 2.0 0.469
C 1.13105 -0.10268 -0.53089 0.3 0.2 -0.8 -0.217
P -0.66456 2.05044 -1.36545 1.4 -2.4 -1.7 -0.042
C 1.42742 -1.11098 0.54416 -0.6 2.2 -2.1 -0.373
H 2.38522 -1.54101 0.37776 0.5 -1.0 0.8 0.385
H -0.64927 2.84210 -0.29355 -0.3 1.2 1.7 0.029
P -0.78907 0.04533 1.15164 0.2 0.9 0.3 -0.133
H -1.81430 -0.81061 0.84594 -0.9 -0.5 -0.3 0.032
```
Forces are in eV/Å.

For the HOMO-LUMO gap, the calculation gives 9.7350 eV. The calculation puts the energy above the lowest of the compared OMol25 structures with the same formula, charge and spin at 10.1 kcal per mole. As for the strongest force on any atom: 3.21 eV/Å. For the lowest unoccupied orbital energy, the calculation gives 0.020 Eh.

# C4H6S

4 unconnected molecules or ions with the total composition C4H6S (ωB97M-V/def2-TZVPD, OMol25).

XYZ file:
```
11
Properties=species:S:1:pos:R:3:forces:R:3:mulliken_charge:R:1
C -0.80572 1.28895 1.02318 3.6 -1.8 1.6 -0.664
H -2.40747 2.26975 0.98640 3.9 -2.3 -0.2 0.270
H 0.44605 1.87916 1.44632 -4.5 -1.2 -0.6 0.195
H -0.18331 -1.33097 -1.90327 0.6 0.5 0.4 0.203
S 1.84100 -2.47150 -1.60644 0.7 -0.9 -0.7 -0.256
C 0.75262 -1.32770 -1.31533 0.8 -2.9 -1.3 -0.318
H -1.02541 -0.08145 2.08451 0.2 3.7 -2.4 0.180
C -0.14330 0.38862 -0.18975 -3.4 -0.2 2.6 -0.423
H -0.91610 0.01426 -0.79433 -1.3 0.5 -1.3 0.266
H 1.55825 -0.10790 0.48026 2.3 -1.4 0.6 0.335
C 0.88338 -0.52123 -0.21156 -2.9 6.0 1.2 0.212
```
Forces are in eV/Å.

For the HOMO-LUMO gap, the calculation gives 7.1781 eV. The calculation puts the energy above the lowest of the compared OMol25 structures with the same formula, charge and spin at 227.7 kcal per mole. As for the strongest force on any atom: 6.73 eV/Å. For the lowest unoccupied orbital energy, the calculation gives -0.050 Eh.

# C4H6S

A single C4H6S molecule (ωB97M-V/def2-TZVPD, OMol25).

XYZ file:
```
11
Properties=species:S:1:pos:R:3:forces:R:3:mulliken_charge:R:1
C -0.40717 -0.87921 0.33046 2.6 2.1 -1.3 -0.339
H -1.09662 -1.42502 -0.37087 0.7 0.7 0.7 0.310
C -0.10529 1.91492 -0.57299 1.1 -6.6 2.8 -0.603
H 0.96134 1.80004 -0.95995 -1.7 0.9 0.2 0.213
C 1.08466 -1.36197 0.15365 -1.8 3.1 1.4 -0.123
C -0.56466 0.70932 0.19074 -1.9 3.8 -3.0 -0.225
S 1.24635 -2.70848 -0.62583 1.5 -1.5 -0.8 -0.278
H 1.82621 -0.61342 0.70471 -1.1 -2.0 -1.3 0.283
H -0.74784 2.79288 -0.62515 0.5 -0.3 0.1 0.273
H -0.57152 -1.19910 1.33634 -0.8 0.2 0.9 0.296
H -1.62547 0.97004 0.43890 0.8 -0.5 0.4 0.193
```
Forces are in eV/Å.

For the HOMO-LUMO gap, the calculation gives 8.5741 eV. The calculation puts the energy above the lowest of the compared OMol25 structures with the same formula, charge and spin at 65.2 kcal per mole. As for the strongest force on any atom: 7.27 eV/Å. For the lowest unoccupied orbital energy, the calculation gives -0.003 Eh.

# C4H6S

A single C4H6S molecule (ωB97M-V/def2-TZVPD, OMol25).

XYZ file:
```
11
Properties=species:S:1:pos:R:3:forces:R:3:mulliken_charge:R:1
C -0.28142 0.95249 0.64984 0.9 0.7 -0.9 -0.201
C 0.50855 -0.87359 -0.77880 0.0 2.3 -2.5 -1.134
H -1.18355 2.54413 1.76534 0.4 3.0 1.6 0.434
C -1.29739 1.64127 1.33746 -3.2 -4.1 -1.7 -0.269
H -1.59946 -0.67055 -0.00426 1.7 0.9 -0.1 0.304
S -2.71899 0.84198 1.20329 -2.1 2.0 2.0 -0.337
H 1.53011 -0.50139 -0.61995 -0.4 0.4 0.3 0.297
H 0.30959 -0.63626 -1.90520 0.3 -0.9 1.7 0.237
H 0.60158 1.58981 0.56927 0.6 -1.1 -0.3 0.245
H 0.59541 -1.90258 -0.60489 -0.5 -1.6 0.0 0.361
C -0.58647 -0.16713 -0.02835 2.2 -1.4 -0.2 0.063
```
Forces are in eV/Å.

For the HOMO-LUMO gap, the calculation gives 7.4397 eV. The calculation puts the energy above the lowest of the compared OMol25 structures with the same formula, charge and spin at 44.2 kcal per mole. As for the strongest force on any atom: 5.48 eV/Å. For the lowest unoccupied orbital energy, the calculation gives -0.029 Eh.

# C4H6S2

A single C4H6S2 molecule (ωB97M-V/def2-TZVPD, OMol25).

XYZ file:
```
12
Properties=species:S:1:pos:R:3:forces:R:3:mulliken_charge:R:1
C 1.85176 0.83957 0.03042 0.5 1.0 0.8 -0.823
H 1.95634 1.39084 0.97901 0.1 -0.3 -0.1 0.326
S -3.32949 0.19068 0.03428 0.5 0.5 -0.2 -0.196
H 1.91508 1.66469 -0.69334 0.1 -0.6 -0.3 0.347
C 0.55652 0.20430 0.02608 -1.1 -0.3 -0.6 0.339
H -1.96664 -1.55982 0.76122 0.1 0.1 -0.4 0.296
C -1.85117 -0.86665 -0.09016 -0.8 -1.1 0.3 -0.822
H -1.93018 -1.43612 -1.01478 -0.1 -0.2 0.1 0.343
H 2.88250 -0.96984 0.93315 -0.1 -0.7 0.9 0.116
H -2.81485 1.10177 -0.80766 -0.3 0.1 0.0 0.118
S 3.28881 -0.30701 -0.10947 -0.2 0.9 -0.9 -0.181
C -0.55867 -0.25241 -0.04874 1.3 0.7 0.4 0.137
```
Forces are in eV/Å.

For the HOMO-LUMO gap, the calculation gives 9.9832 eV. The calculation puts the energy above the lowest of the compared OMol25 structures with the same formula, charge and spin at 39.0 kcal per mole. As for the strongest force on any atom: 1.56 eV/Å. For the lowest unoccupied orbital energy, the calculation gives 0.027 Eh.

# C4H6S2

2 unconnected molecules or ions with the total composition C4H6S2 (ωB97M-V/def2-TZVPD, OMol25).

XYZ file:
```
12
Properties=species:S:1:pos:R:3:forces:R:3:mulliken_charge:R:1
H 1.21268 0.79921 3.93709 0.0 0.5 -0.4 0.152
H -0.07048 -3.07281 -0.81293 -0.6 0.8 0.1 0.227
C -0.71510 0.34999 -0.79222 -1.0 2.8 -0.3 0.208
H -1.30828 2.28171 -0.93325 -0.8 1.4 0.3 0.282
C -0.37907 -0.94249 -0.86709 0.8 -4.3 0.1 0.126
H 1.31051 -2.30718 -1.63559 -1.9 1.7 1.3 0.204
S 1.08276 1.58535 2.82761 0.1 -0.4 0.7 -0.274
H 0.65353 0.52885 2.14058 -0.1 -0.1 -0.3 0.118
H 0.49444 1.86907 -1.49016 -1.4 0.2 0.6 0.219
C -0.50966 1.62361 -1.03697 2.8 -0.9 -1.1 -0.520
S -2.06316 -0.64508 -0.25484 0.0 -0.3 0.3 -0.225
C 0.29184 -2.07023 -1.08224 2.1 -1.3 -1.2 -0.518
```
Forces are in eV/Å.

For the HOMO-LUMO gap, the calculation gives 8.8141 eV. The calculation puts the energy above the lowest of the compared OMol25 structures with the same formula, charge and spin at 67.0 kcal per mole. As for the strongest force on any atom: 4.42 eV/Å. For the lowest unoccupied orbital energy, the calculation gives 0.000 Eh.

# C4H6S2

A single C4H6S2 molecule (ωB97M-V/def2-TZVPD, OMol25).

XYZ file:
```
12
Properties=species:S:1:pos:R:3:forces:R:3:mulliken_charge:R:1
H 1.75243 0.00731 0.91497 -2.0 0.4 -0.1 0.282
S 0.89628 2.15163 -1.68166 -0.6 -1.9 2.0 -0.140
H 1.35178 -0.01499 -1.56347 -0.3 -0.9 0.7 0.391
H -0.08741 -1.74512 1.43971 0.1 1.8 -2.1 0.236
C -0.16253 -0.92665 0.58422 -4.0 -4.7 -0.8 -0.186
H -1.33428 -0.26676 -1.16892 0.3 -1.0 0.8 0.279
C 0.89370 0.67639 -0.86144 1.0 2.7 -1.7 -0.738
S -0.03074 1.43859 1.72397 -1.0 1.2 0.0 -0.185
C -1.12195 -1.06906 -0.40958 0.9 -3.2 0.5 -0.641
H -1.25006 1.75439 1.07210 1.5 -0.7 0.5 0.163
C 0.64236 0.22158 0.58536 3.3 2.6 -0.7 0.323
H -1.54957 -2.22731 -0.63526 0.7 3.7 0.9 0.214
```
Forces are in eV/Å.

For the HOMO-LUMO gap, the calculation gives 8.3203 eV. The calculation puts the energy above the lowest of the compared OMol25 structures with the same formula, charge and spin at 64.5 kcal per mole. As for the strongest force on any atom: 6.23 eV/Å. For the lowest unoccupied orbital energy, the calculation gives -0.017 Eh.

# C4H6S2

A single C4H6S2 molecule (ωB97M-V/def2-TZVPD, OMol25).

XYZ file:
```
12
Properties=species:S:1:pos:R:3:forces:R:3:mulliken_charge:R:1
H 0.08720 -2.62630 0.67575 0.2 -0.9 -0.1 0.333
H 1.23688 -1.39261 1.27549 2.2 0.1 -0.6 0.396
H -0.03107 -1.63909 2.11156 -1.2 0.1 0.1 0.304
C 0.29827 0.68597 0.18448 -1.1 0.0 -1.0 0.386
C -0.50229 1.93917 -0.02091 -0.5 -0.3 -0.8 -1.275
H -1.44484 1.97172 0.54585 0.4 0.1 -0.2 0.333
S 1.87833 0.75393 -0.05167 1.1 -0.2 0.2 -0.237
H 0.16614 2.77144 0.12058 -0.1 0.4 0.5 0.393
C -0.38145 -0.66231 0.22527 -1.3 1.4 -0.8 0.420
H -0.73910 2.00842 -1.11152 -0.2 -0.3 0.8 0.324
S -1.70787 -0.93992 -0.71751 1.0 0.3 0.7 -0.205
C 0.25172 -1.64913 1.05934 -0.6 -0.8 1.3 -1.172
```
Forces are in eV/Å.

For the HOMO-LUMO gap, the calculation gives 7.3645 eV. The calculation puts the energy above the lowest of the compared OMol25 structures with the same formula, charge and spin at 23.7 kcal per mole. As for the strongest force on any atom: 2.31 eV/Å. For the lowest unoccupied orbital energy, the calculation gives -0.049 Eh.

# C4H6S4

A single C4H6S4 molecule (ωB97M-V/def2-TZVPD, OMol25).

XYZ file:
```
14
Properties=species:S:1:pos:R:3:forces:R:3:mulliken_charge:R:1
H 1.79043 -0.25752 -0.77239 -0.4 0.3 0.3 0.309
H -0.33333 -1.77507 -0.10536 0.0 -0.1 0.1 0.308
C -0.58572 -0.78839 0.28634 -0.2 -0.2 0.0 0.146
C -0.33893 0.25436 -0.82464 -0.5 0.7 0.2 -0.575
H 2.21604 1.98682 1.07657 -0.1 0.0 -0.2 0.143
S 1.04297 -0.09973 2.54485 -0.1 0.0 -0.2 -0.305
S -2.21833 -0.77681 1.06113 0.0 0.5 -0.7 -0.212
H -1.92105 -1.59932 2.04195 0.2 -0.5 0.5 0.134
S -0.44012 -0.21514 -2.55179 0.1 -0.1 -0.2 -0.204
H -1.77741 -0.22401 -2.64575 0.0 0.0 0.0 0.138
H -0.94749 1.16085 -0.65176 0.4 -0.4 0.0 0.436
C 0.60074 -0.20063 1.01227 0.1 0.1 0.4 -0.006
S 1.82044 2.09166 -0.21129 0.0 0.0 0.2 -0.205
C 1.09175 0.44293 -0.26013 0.5 -0.2 -0.6 -0.107
```
Forces are in eV/Å.

For the HOMO-LUMO gap, the calculation gives 8.4452 eV. The calculation puts the energy above the lowest of the compared OMol25 structures with the same formula, charge and spin at 21.4 kcal per mole. As for the strongest force on any atom: 0.86 eV/Å. For the lowest unoccupied orbital energy, the calculation gives -0.026 Eh.